An isolated molecule of C4H7NO3. Source: the OMol25 dataset; level of theory: ωB97M-V/def2-TZVPD.

```
15
Properties=species:S:1:pos:R:3:lowdin_charge:R:1
C -2.46 -0.25 -0.57 -0.110
N -1.43 0.32 0.30 -0.121
C -0.23 -0.58 0.54 -0.464
O -0.26 -1.53 1.27 0.103
C 0.76 0.17 -0.19 -0.014
C 2.07 0.18 0.10 -0.424
O 2.97 0.92 -0.58 0.091
O 2.67 -0.61 1.00 0.138
H -2.81 -1.22 -0.21 0.081
H -2.04 -0.38 -1.56 0.081
H -3.31 0.43 -0.63 0.078
H -1.84 0.52 1.21 0.122
H -0.20 0.98 -0.48 0.183
H 2.50 1.46 -1.23 0.123
H 3.62 -0.40 1.02 0.133
```

E_LUMO: 0.56 eV
Multiplicity: 1
Energy above the lowest of the compared OMol25 structures with the same formula, charge and spin: 3.672 eV
Frontier orbital gap: 9.29 eV
SMILES string: CNC(=O)C=C(O)O
E: -437.0084 hartree

---

A cluster of 2 separate species, C3H8NO3 in total. Source: the OMol25 dataset; level of theory: ωB97M-V/def2-TZVPD.

```
15
Properties=species:S:1:pos:R:3:lowdin_charge:R:1
N -0.49 -1.92 1.68 0.037
C -1.36 -1.38 0.57 -0.824
O -2.46 -1.95 0.44 -0.102
O -0.85 -0.45 -0.08 -0.072
H -0.62 -1.32 2.49 0.032
H -0.92 -2.80 1.92 0.029
C 1.30 1.43 -0.43 -0.324
O 2.36 2.41 -0.25 -0.121
C 0.99 1.35 -1.91 -0.100
H 1.65 0.47 -0.05 0.099
H 0.41 1.70 0.12 0.094
H 2.37 2.68 0.67 0.060
H 1.73 0.73 -2.43 0.067
H 0.01 0.89 -2.04 0.060
H 1.01 2.36 -2.33 0.064
```

E_LUMO: 3.54 eV
Net charge: -1
Multiplicity: 1
Energy above the lowest of the compared OMol25 structures with the same formula, charge and spin: 0.909 eV
Frontier orbital gap: 7.52 eV
E: -399.6444 hartree

---

A structure of composition C4H3IO3S2. Source: the OMol25 dataset; level of theory: ωB97M-V/def2-TZVPD.

```
13
Properties=species:S:1:pos:R:3:lowdin_charge:R:1
C 0.21 0.20 -0.36 -0.109
C -1.27 -0.44 -0.28 -0.204
C 1.27 -0.59 -0.21 -0.290
C -1.29 -1.75 -0.33 -0.697
O 0.04 -4.35 0.97 -0.597
O -1.15 -3.29 2.78 -0.429
O 1.49 -2.77 -1.39 -0.501
S -1.19 -4.29 1.76 0.678
S 1.03 -2.37 -0.05 0.968
I -2.88 -3.10 -0.43 0.936
H 0.20 1.27 -0.55 0.093
H -2.13 0.13 -0.43 0.065
H 2.37 -0.49 -0.30 0.087
```

E_LUMO (alpha / beta): -0.98 / -0.98 eV
Multiplicity: 1
Energy above the lowest of the compared OMol25 structures with the same formula, charge and spin: 0.538 eV
Frontier orbital gap (alpha / beta): 7.82 / 7.82 eV
E: -1473.8306 hartree

---

A cluster of 3 separate species, C16H24F14N6O5S in total. Source: the OMol25 dataset; level of theory: ωB97M-V/def2-TZVPD.

```
66
Properties=species:S:1:pos:R:3:lowdin_charge:R:1
C -1.89 2.62 -3.17 -0.005
C -0.59 2.07 -2.62 -0.531
O 0.18 2.78 -2.00 0.055
N -0.31 0.72 -2.84 0.051
C -0.17 -0.10 -1.62 -0.186
C -1.48 -0.78 -1.20 -0.175
C -1.24 -1.93 -0.22 -0.195
C -0.67 -1.37 1.08 -0.215
N -0.70 -2.26 2.26 -0.191
C 0.01 -1.63 3.42 -0.166
C -0.67 -0.32 3.86 -0.037
C 0.28 0.82 4.14 -0.416
F -0.34 1.74 4.93 0.120
F 1.36 0.35 4.85 0.112
C 0.86 1.54 2.89 -0.332
F 1.86 0.80 2.38 0.159
F -0.13 1.61 1.96 0.136
C 1.36 3.01 3.03 -0.351
F 0.34 3.79 3.42 0.175
F 1.72 3.39 1.79 0.170
C 2.57 3.25 3.96 -0.355
F 3.56 2.41 3.67 0.178
F 2.15 3.00 5.22 0.162
C 3.14 4.70 3.99 -0.331
F 4.08 4.69 4.96 0.158
F 2.17 5.56 4.36 0.170
C 3.82 5.25 2.69 -0.565
F 4.77 6.11 3.02 0.188
F 4.36 4.27 1.97 0.192
F 2.92 5.88 1.95 0.191
S 0.08 -3.70 1.99 0.604
O 1.17 -3.53 1.08 -0.225
O 0.25 -4.38 3.22 -0.239
F -1.02 -4.48 1.22 -0.121
H -2.46 1.88 -3.73 0.068
H -1.66 3.45 -3.83 0.083
H -2.47 3.01 -2.33 0.085
H -1.01 0.32 -3.46 0.082
H 0.19 0.56 -0.84 0.108
H 0.61 -0.85 -1.77 0.124
H -2.04 -1.13 -2.07 0.118
H -2.10 -0.02 -0.71 0.118
H -2.21 -2.39 0.01 0.118
H -0.57 -2.65 -0.68 0.101
H 0.36 -1.03 0.92 0.121
H -1.26 -0.48 1.32 0.105
H 0.00 -2.31 4.26 0.117
H 1.07 -1.47 3.17 0.127
H -1.45 0.00 3.17 0.122
H -1.16 -0.49 4.82 0.140
N -1.80 -6.96 -1.29 0.153
C -2.51 -5.90 -1.79 -0.678
N -3.77 -6.19 -2.24 0.147
O -2.06 -4.77 -1.82 0.025
H -2.16 -7.89 -1.26 0.091
H -0.88 -6.77 -0.95 0.102
H -4.31 -5.44 -2.61 0.101
H -4.16 -7.12 -2.22 0.090
N 0.10 2.09 -7.21 0.153
C 0.09 0.97 -6.42 -0.666
N 1.21 0.20 -6.47 0.158
O -0.86 0.68 -5.72 0.014
H 0.88 2.34 -7.79 0.092
H -0.71 2.67 -7.19 0.101
H 1.24 -0.62 -5.89 0.105
H 2.01 0.42 -7.04 0.093
```

E_LUMO: 0.60 eV
Multiplicity: 1
Frontier orbital gap: 9.72 eV
SMILES string: CC(=O)NCCCCN(CCC(F)(F)C(F)(F)C(F)(F)C(F)(F)C(F)(F)C(F)(F)F)S(=O)(=O)F.NC(N)=O.NC(N)=O
E: -3125.2400 hartree

---

An isolated molecule of C20H33N5O4. Source: the OMol25 dataset; level of theory: ωB97M-V/def2-TZVPD.

```
62
Properties=species:S:1:pos:R:3:lowdin_charge:R:1
C 5.50 1.27 -2.84 -0.070
C 5.04 0.68 -1.53 -0.275
O 3.83 -0.03 -1.76 -0.116
C 3.36 -0.78 -0.66 -0.339
C 2.76 0.12 0.42 -0.094
C 2.11 -0.71 1.52 -0.127
N 1.12 -1.62 0.94 -0.026
C -0.23 -1.48 0.95 -0.418
O -0.95 -2.15 0.22 0.041
C -0.89 -0.52 1.94 -0.100
O -1.92 0.24 1.37 -0.090
C -1.54 1.23 0.44 -0.289
C -1.01 0.77 -0.95 -0.061
C -2.46 0.75 -1.46 -0.255
N -3.02 -0.58 -1.34 0.121
C -4.29 -0.82 -1.70 -0.489
O -5.00 0.02 -2.24 0.046
C -4.82 -2.21 -1.39 -0.083
C -5.58 -2.79 -2.58 -0.107
C -6.59 -3.81 -2.17 -0.334
N -6.45 -5.12 -2.20 0.117
C -7.62 -5.56 -1.69 -0.231
N -8.47 -4.62 -1.35 0.085
N -7.79 -3.49 -1.66 -0.144
C -8.40 -2.19 -1.47 -0.001
C -2.82 1.69 -0.28 -0.043
C 1.72 -2.54 -0.02 -0.100
C 2.35 -1.79 -1.19 -0.295
C 2.98 -2.76 -2.17 -0.044
H 6.42 1.83 -2.70 0.077
H 5.68 0.49 -3.57 0.078
H 4.74 1.95 -3.24 0.079
H 5.79 -0.01 -1.13 0.124
H 4.88 1.47 -0.79 0.113
H 4.21 -1.34 -0.22 0.159
H 3.52 0.76 0.85 0.117
H 2.00 0.76 -0.05 0.127
H 2.86 -1.32 2.02 0.132
H 1.66 -0.08 2.27 0.107
H -1.35 -1.16 2.70 0.145
H -0.18 0.14 2.45 0.109
H -0.93 1.99 0.95 0.144
H -0.45 1.59 -1.40 0.123
H -0.43 -0.15 -1.04 0.088
H -2.65 1.13 -2.46 0.144
H -2.52 -1.26 -0.79 0.106
H -4.03 -2.88 -1.06 0.121
H -5.51 -2.08 -0.54 0.126
H -6.06 -1.97 -3.12 0.110
H -4.88 -3.27 -3.27 0.125
H -7.86 -6.61 -1.56 0.096
H -7.65 -1.42 -1.64 0.080
H -9.23 -2.06 -2.16 0.092
H -8.77 -2.12 -0.45 0.091
H -3.75 1.48 0.25 0.122
H -2.78 2.74 -0.57 0.119
H 2.49 -3.13 0.50 0.139
H 0.95 -3.23 -0.37 0.128
H 1.56 -1.23 -1.70 0.148
H 3.76 -3.35 -1.69 0.087
H 2.23 -3.46 -2.56 0.085
H 3.43 -2.23 -3.01 0.080
```

E_LUMO: 0.52 eV
Multiplicity: 1
Energy above the lowest of the compared OMol25 structures with the same formula, charge and spin: 0.259 eV
Frontier orbital gap: 9.64 eV
SMILES string: CCO[C@H]1CCN(C(=O)CO[C@H]2C[C@@H](NC(=O)CCc3ncnn3C)C2)C[C@@H]1C
E: -1356.6483 hartree

---

A structure of composition C21H23Cl2MnN4O4SSbSe4. Source: the OMol25 dataset; level of theory: ωB97M-V/def2-TZVPD.

```
61
Properties=species:S:1:pos:R:3:lowdin_charge:R:1
Mn -0.02 0.06 0.22 0.173
N 0.31 2.02 3.21 0.061
C -0.39 3.06 2.55 -0.214
C -0.70 4.23 3.23 0.042
C -1.38 5.28 2.61 0.004
C -1.79 5.16 1.30 0.029
C -1.54 3.98 0.58 -0.109
C -1.96 3.81 -0.76 0.093
C -1.72 2.63 -1.43 0.020
C -1.05 1.61 -0.75 -0.338
N -0.63 1.75 0.50 -0.037
C -0.83 2.91 1.21 -0.086
H 0.28 2.12 4.23 0.048
H 1.29 1.97 2.91 0.116
H -0.39 4.33 4.26 0.138
H -1.58 6.18 3.16 0.136
H -2.32 5.96 0.80 0.139
H -2.51 4.59 -1.25 0.152
H -2.05 2.46 -2.44 0.145
H -1.00 0.65 -1.23 0.069
Se -0.87 0.21 6.05 0.200
Sb -0.77 -1.49 4.41 0.036
Se 1.40 -1.49 3.20 0.560
Se -0.14 -0.64 2.02 0.531
Se -1.69 -3.68 4.40 0.183
Cl -5.08 -1.83 1.77 0.563
C -4.84 -0.12 1.40 -0.952
Cl -3.31 0.14 0.55 0.617
H -4.78 0.47 2.32 0.043
H -5.61 0.25 0.73 0.048
O 2.53 -1.62 0.62 -0.025
C 2.69 -0.68 -0.15 -0.419
N 1.65 0.26 -0.14 -0.145
S 1.14 0.94 -1.64 0.994
O 2.60 1.34 -2.16 -0.176
O 0.64 -0.23 -2.32 -0.317
C 3.71 0.52 -2.07 -0.214
C 4.74 0.69 -2.96 0.044
C 5.85 -0.15 -2.88 0.010
C 5.92 -1.15 -1.91 -0.018
C 4.89 -1.33 -1.02 0.038
C 3.76 -0.49 -1.09 -0.085
H 4.67 1.46 -3.71 0.140
H 6.65 -0.02 -3.58 0.132
H 6.80 -1.77 -1.84 0.129
H 4.92 -2.08 -0.24 0.135
C -1.65 -4.69 -2.05 0.009
N -1.33 -3.29 -1.89 -0.090
C -1.59 -2.47 -3.06 0.020
C -0.83 -2.81 -0.79 -0.359
C -0.42 -3.72 0.33 0.037
O -0.66 -1.53 -0.65 -0.168
H -2.35 -4.80 -2.88 0.115
H -2.10 -5.10 -1.15 0.109
H -0.76 -5.27 -2.30 0.123
H -1.24 -3.00 -3.95 0.120
H -1.03 -1.53 -3.01 0.070
H -2.65 -2.26 -3.16 0.121
H -0.11 -4.70 -0.03 0.102
H -1.23 -3.86 1.06 0.095
H 0.46 -3.28 0.84 0.062
```

E_LUMO (alpha / beta): -11.94 / -11.99 eV
Net charge: +3
Multiplicity: 1
Frontier orbital gap (alpha / beta): 4.52 / 4.46 eV
E: -13648.3321 hartree

---

Repeat the second record exactly.
A cluster of 2 separate species, C3H8NO3 in total. Source: the OMol25 dataset; level of theory: ωB97M-V/def2-TZVPD.

```
15
Properties=species:S:1:pos:R:3:lowdin_charge:R:1
N -0.49 -1.92 1.68 0.037
C -1.36 -1.38 0.57 -0.824
O -2.46 -1.95 0.44 -0.102
O -0.85 -0.45 -0.08 -0.072
H -0.62 -1.32 2.49 0.032
H -0.92 -2.80 1.92 0.029
C 1.30 1.43 -0.43 -0.324
O 2.36 2.41 -0.25 -0.121
C 0.99 1.35 -1.91 -0.100
H 1.65 0.47 -0.05 0.099
H 0.41 1.70 0.12 0.094
H 2.37 2.68 0.67 0.060
H 1.73 0.73 -2.43 0.067
H 0.01 0.89 -2.04 0.060
H 1.01 2.36 -2.33 0.064
```

E_LUMO: 3.54 eV
Net charge: -1
Multiplicity: 1
Energy above the lowest of the compared OMol25 structures with the same formula, charge and spin: 0.909 eV
Frontier orbital gap: 7.52 eV
E: -399.6444 hartree